Entry 1:
DFT (ωB97M-V/def2-TZVPD) results for the molecule C8H10N2O2 in a non-equilibrium geometry.

The value obtained for the LUMO energy is 0.6 eV. The calculation puts the HOMO energy at -9.36 eV. Its HOMO-LUMO gap is 9.9 eV. As for the largest force on an atom: 4.74 eV Å⁻¹. The SMILES is C[C@H]1C(=O)N(N)c2c(c2=O)[C@@H]1C.

```
! wB97M-V def2-TZVPD RIJCOSX def2/J DEFGRID3
* xyz 0 1
C 1.0618 0.4151 1.8055
C 1.0395 0.3746 0.2740
C 0.7967 -1.1510 -0.0469
O 1.8139 -1.7699 -0.3696
N -0.4188 -1.7297 0.1319
N -0.5960 -2.9546 -0.5097
C -1.5922 -0.5954 0.1116
C -1.3810 0.7233 -0.0167
C -2.7121 0.2158 0.4359
O -3.9223 0.5049 0.5905
C -0.0455 1.3937 -0.2425
C 0.2698 1.7992 -1.6935
H 0.0729 0.1956 2.1443
H 1.4185 1.4028 2.1908
H 1.7786 -0.3570 2.2345
H 2.0011 0.5698 -0.1530
H -0.8757 -3.7823 0.0360
H 0.1681 -3.2133 -1.0314
H -0.0082 2.1656 0.4760
H -0.4576 2.5934 -2.1461
H 0.2715 0.9957 -2.5172
H 1.3169 2.2036 -1.7044
*
```

Entry 2:
DFT (ωB97M-V/def2-TZVPD) results for a cluster of 2 separate species, C10H18N3O4P in total in a non-equilibrium geometry.

The value obtained for the LUMO energy is 0.6 eV. The calculation puts the HOMO energy at -8.21 eV. Its HOMO-LUMO gap is 8.8 eV. As for the largest force on an atom: 3.52 eV Å⁻¹. The SMILES is CN(C)C(=O)COC(=O)NP(C)O.c1cc[nH]c1.

```
! wB97M-V def2-TZVPD RIJCOSX def2/J DEFGRID3
* xyz 0 1
C 4.6506 -0.6013 0.6363
N 4.2971 0.3796 -0.4003
C 3.4207 -0.2858 -1.3893
C 3.7172 1.5008 0.1700
O 3.7944 1.7171 1.3226
C 3.0422 2.5375 -0.7108
O 1.7986 2.1126 -1.2757
C 0.7490 2.2671 -0.4772
O 0.6595 3.0835 0.3486
N -0.3205 1.3663 -0.7898
P -0.7128 0.2129 0.4641
C -0.2004 -1.4351 -0.1455
O 0.3416 0.4023 1.7147
H 4.8511 -1.5282 0.1216
H 3.8329 -0.7706 1.3236
H 5.5611 -0.3147 1.1360
H 2.6458 -0.8478 -0.8806
H 4.0217 -1.0062 -1.9246
H 3.0251 0.3947 -2.1213
H 2.9731 3.4543 -0.1516
H 3.7025 2.7264 -1.5479
H -1.1278 1.9709 -0.8749
H -0.5967 -2.1846 0.5177
H -0.6559 -1.5708 -1.1176
H 0.8718 -1.5687 -0.2037
H -0.0525 1.0923 2.2620
C -5.4470 -0.1906 -0.0057
C -6.5331 -1.1081 -0.0030
C -6.0796 -2.2748 0.5497
N -4.7621 -2.0981 0.8778
C -4.3683 -0.8295 0.5458
H -5.4578 0.8230 -0.3703
H -7.5320 -0.9304 -0.3648
H -6.5773 -3.2109 0.7372
H -4.1741 -2.7934 1.2981
H -3.3583 -0.4919 0.7288
*
```

Entry 3:
DFT (ωB97M-V/def2-TZVPD) results for a structure of composition C69H86ClF4N9O7SSiTa in a non-equilibrium geometry.

The value obtained for the LUMO energy is -3.5 eV. The calculation puts the HOMO energy at -10.20 eV. Its HOMO-LUMO gap is 6.7 eV. As for the largest force on an atom: 2.76 eV Å⁻¹.

```
! wB97M-V def2-TZVPD RIJCOSX def2/J DEFGRID3
* xyz 1 1
Ta 0.5814 0.0724 -0.0787
C 1.2652 3.5929 -1.3856
N 0.2568 2.5864 -1.6909
C -1.0272 3.2405 -1.8925
C 0.6550 1.8283 -2.8671
C -0.1964 0.5892 -3.1390
N -0.3455 -0.3335 -2.0147
C -0.9540 -1.5053 -2.3084
C -1.4492 -2.3158 -1.2619
F -1.2688 -1.8666 0.0228
C -2.1126 -3.5106 -1.4349
F -2.5418 -4.1670 -0.3477
C -2.3503 -4.0281 -2.6944
C -1.8598 -3.2841 -3.7515
F -2.0283 -3.7334 -4.9988
C -1.1932 -2.0807 -3.5836
F -0.7344 -1.5143 -4.7245
H 1.3872 4.3062 -2.2113
H 2.2251 3.1209 -1.1903
H 0.9653 4.1285 -0.4891
H -0.9930 3.9549 -2.7271
H -1.2993 3.7680 -0.9810
H -1.7898 2.4965 -2.1015
H 1.6940 1.5258 -2.7207
H 0.6032 2.4602 -3.7722
H 0.2953 0.0938 -3.9779
H -1.1971 0.8969 -3.4780
H -2.8745 -4.9547 -2.8442
C -0.5095 -5.0394 2.4412
O 0.7363 -4.6473 1.9135
C 1.8447 -5.3985 2.1719
C 1.8690 -6.5410 2.9574
C 3.0489 -7.2480 3.1244
C 4.2181 -6.8205 2.5239
C 4.2050 -5.6838 1.7315
C 3.0321 -4.9700 1.5517
N 3.0195 -3.8495 0.6820
C 2.1386 -2.8076 0.8320
N 2.1412 -2.2551 2.0664
C 1.0193 -1.6657 2.6775
C 0.1839 -0.7689 2.0329
C -0.9527 -0.3477 2.7228
C -1.2062 -0.7510 4.0186
C -0.3323 -1.6011 4.6809
C 0.7768 -2.0753 4.0084
O 1.6876 -2.9635 4.5169
C 1.5219 -3.4387 5.8330
N 1.4694 -2.2864 -0.1550
C 1.4464 -3.0395 -1.3444
C 0.9625 -4.3434 -1.3855
C 1.0258 -5.0783 -2.5560
C 1.5755 -4.5188 -3.6941
C 2.0198 -3.2064 -3.6836
C 1.9453 -2.4588 -2.5175
O 2.3431 -1.1507 -2.4001
C 3.1884 -0.6572 -3.4212
H -1.2267 -4.3092 2.0699
H -0.5022 -5.0162 3.5335
H -0.7957 -6.0362 2.0958
H 0.9658 -6.8947 3.4251
H 3.0424 -8.1462 3.7215
H 5.1371 -7.3696 2.6604
H 5.1035 -5.3438 1.2374
H 3.2682 -4.0588 -0.2776
H 2.7021 -2.7581 2.7466
H -1.6549 0.3076 2.2285
H -2.0876 -0.4049 4.5347
H -0.5412 -1.9030 5.6941
H 2.3583 -4.1176 5.9987
H 0.5832 -3.9878 5.9478
H 1.5540 -2.6225 6.5593
H 0.5366 -4.7709 -0.4907
H 0.6677 -6.0951 -2.5721
H 1.6684 -5.0993 -4.5977
H 2.4260 -2.7793 -4.5866
H 4.0401 -1.3225 -3.5847
H 3.5491 0.2971 -3.0503
H 2.6496 -0.5276 -4.3667
C 5.6254 1.5528 -4.0988
C 5.5727 2.3050 -2.7663
C 6.9853 2.5176 -2.2345
C 4.8613 3.6450 -2.9219
O 4.8101 1.4864 -1.8513
Si 4.7049 1.5718 -0.2393
S 2.8746 0.5641 0.3850
O 4.5979 3.1273 0.1328
C 4.7167 3.8780 1.3426
C 3.9196 3.1922 2.4442
C 4.1536 5.2687 1.0413
C 6.1989 3.9559 1.7006
O 5.8607 0.8517 0.6185
C 6.3802 -0.4699 0.8070
C 7.7033 -0.5723 0.0489
C 6.6007 -0.6484 2.3112
C 5.3972 -1.5157 0.2909
H 6.3098 2.0536 -4.7761
H 4.6456 1.5164 -4.5662
H 5.9759 0.5361 -3.9392
H 7.5243 3.2130 -2.8719
H 7.5256 1.5763 -2.2116
H 6.9404 2.9198 -1.2272
H 5.3671 4.2520 -3.6659
H 4.8612 4.1584 -1.9660
H 3.8357 3.4846 -3.2415
H 2.8859 3.0600 2.1327
H 3.9470 3.7882 3.3495
H 4.3387 2.2099 2.6435
H 3.1006 5.2007 0.7803
H 4.6954 5.7185 0.2132
H 4.2606 5.9098 1.9102
H 6.5842 2.9504 1.8438
H 6.3482 4.5369 2.6050
H 6.7430 4.4283 0.8868
H 8.3880 0.2044 0.3767
H 7.5262 -0.4596 -1.0174
H 8.1622 -1.5398 0.2321
H 7.2660 0.1221 2.6920
H 7.0500 -1.6161 2.5133
H 5.6490 -0.5857 2.8330
H 5.1677 -1.3254 -0.7556
H 4.4730 -1.4557 0.8575
H 5.8212 -2.5100 0.3978
C -7.6718 4.6241 1.0307
C -6.3933 3.8608 0.6391
C -5.2206 4.8332 0.8420
C -6.2458 2.6820 1.6008
C -6.4558 3.4397 -0.8691
O -6.6603 4.6320 -1.6336
C -7.6125 2.4854 -1.2657
C -7.4750 0.9558 -1.2263
C -7.7070 0.3058 0.1086
C -6.7365 -0.4996 0.6912
C -6.9527 -1.1193 1.9094
C -8.1617 -0.9347 2.5597
Cl -8.4366 -1.6889 4.0916
C -9.1576 -0.1581 1.9881
C -8.9235 0.4512 0.7692
C -5.0944 3.0120 -1.4881
N -4.3344 1.9007 -0.9857
C -3.2944 1.8458 -0.1359
N -2.7415 0.6475 -0.1564
C -3.5101 -0.0233 -1.0418
N -4.4544 0.7064 -1.5724
H -7.6331 4.8604 2.0912
H -8.5703 4.0349 0.8663
H -7.7570 5.5643 0.4900
H -5.3222 5.3340 1.8017
H -5.2211 5.5906 0.0620
H -4.2649 4.3177 0.8371
H -5.9879 3.0590 2.5881
H -5.4706 1.9876 1.2940
H -7.1793 2.1365 1.6891
H -7.5629 4.9366 -1.4936
H -7.8173 2.7426 -2.3086
H -8.4958 2.7610 -0.6924
H -6.5145 0.6421 -1.6248
H -8.2415 0.5711 -1.9054
H -5.7945 -0.6532 0.1871
H -6.1895 -1.7422 2.3505
H -10.1049 -0.0360 2.4907
H -9.7077 1.0462 0.3247
H -4.4592 3.9000 -1.4709
H -5.3146 2.7741 -2.5330
H -2.9541 2.6548 0.4745
H -3.3975 -1.0546 -1.2933
N -0.3316 8.3542 5.5797
C -0.2333 7.4191 4.9244
C -0.1671 6.2669 4.1078
C -0.3192 6.3995 2.7268
C -0.3213 5.2801 1.9239
C -0.1559 4.0110 2.4844
C -0.0044 3.8849 3.8690
C -0.0110 5.0011 4.6765
C -0.0916 2.8528 1.6704
C 0.0288 1.8589 0.9840
H -0.4399 7.3827 2.2996
H -0.4605 5.3872 0.8575
H 0.1104 2.8995 4.2930
H 0.0979 4.9068 5.7460
*
```

Entry 4:
DFT (ωB97M-V/def2-TZVPD) results for the molecule C3H5NO4 in a non-equilibrium geometry.

The value obtained for the LUMO energy is 0.6 eV. The calculation puts the HOMO energy at -10.37 eV. Its HOMO-LUMO gap is 11.0 eV. As for the largest force on an atom: 4.67 eV Å⁻¹. The SMILES is O=C1NOCOCO1.

```
! wB97M-V def2-TZVPD RIJCOSX def2/J DEFGRID3
* xyz 0 1
O -0.5573 -2.8467 0.1051
C -0.3805 -1.6837 0.0561
N -0.8155 -0.6752 0.8996
O -0.0133 0.6521 1.1418
C -0.4041 1.5656 0.2192
O 0.0068 0.9212 -0.9838
C 0.9725 -0.0098 -0.8759
O 0.5382 -1.3453 -1.0004
H -1.0343 -0.8502 1.8144
H -1.5113 1.4840 -0.0991
H 0.0843 2.5086 0.6107
H 1.3581 0.1945 -1.8807
H 1.7564 0.0849 -0.0069
*
```

Entry 5:
DFT (ωB97M-V/def2-TZVPD) results for a structure of composition C14H28CuF3NO7S in a non-equilibrium geometry.

The value obtained for the LUMO energy (alpha / beta) is 0.4 / -1.0 eV. The calculation puts the HOMO energy (alpha / beta) at -8.64 / -8.55 eV. Its HOMO-LUMO gap (alpha / beta) is 9.1 / 7.5 eV. As for the largest force on an atom: 2.11 eV Å⁻¹.

```
! wB97M-V def2-TZVPD RIJCOSX def2/J DEFGRID3
* xyz 0 2
Cu -24.1053 -6.1929 -0.9385
C -25.3798 -9.0467 -3.5682
C -25.0225 -8.0199 -2.5157
O -24.8086 -8.3855 -1.3478
O -24.9316 -6.8017 -2.8722
H -26.4383 -8.9411 -3.8341
H -25.2928 -10.0621 -3.1930
H -24.8999 -8.8346 -4.5218
C -21.0674 -6.0538 -2.0357
O -21.5030 -7.2256 -2.7057
O -22.0915 -5.5935 -1.2801
C -19.7002 -6.2787 -1.3141
F -19.5033 -7.4486 -0.6885
F -18.6905 -6.0244 -2.1515
F -19.6321 -5.3684 -0.2891
C -20.8846 -7.4370 -3.9570
C -21.6331 -8.5097 -4.7256
H -21.1585 -8.7188 -5.6870
H -21.7765 -9.4391 -4.1726
H -22.6359 -8.1950 -5.0292
H -19.8467 -7.7735 -3.8826
H -20.9402 -6.5741 -4.6294
H -20.8952 -5.2417 -2.7576
C -24.9466 -3.8605 1.0253
C -26.0353 -4.3569 0.0675
C -25.7943 -3.8132 -1.3529
O -24.4842 -4.1675 -1.7851
C -24.1411 -3.6289 -3.0445
N -26.0168 -5.8232 0.1125
H -23.9531 -4.2057 0.7334
H -25.0624 -4.1028 2.0817
H -24.8773 -2.7708 0.9536
H -26.9744 -3.9619 0.4699
H -25.8835 -2.7246 -1.3174
H -26.5131 -4.2195 -2.0705
H -24.0628 -2.5377 -3.0270
H -24.9188 -3.8064 -3.7940
H -23.2155 -4.0894 -3.3722
H -26.9258 -6.0937 -0.2696
H -26.1382 -6.1767 1.0594
C -20.2944 -6.4791 2.5329
C -20.6974 -7.8606 2.0175
C -21.9926 -8.2162 2.7458
S -22.9091 -6.6796 2.5005
O -23.7456 -6.4003 3.6573
O -23.4962 -6.7159 1.1640
C -21.4994 -5.5913 2.4681
H -19.4845 -6.1291 1.8939
H -19.9143 -6.6170 3.5483
H -19.8413 -8.5200 2.1402
H -20.9480 -7.7450 0.9592
H -21.8052 -8.2266 3.8204
H -22.5515 -9.0523 2.3380
H -21.6105 -4.8357 3.2453
H -21.5916 -5.0146 1.5432
*
```